1.
C80H187N11O14 | ωB97M-V/def2-TZVPD

The max |F| is 5.71 eV/Å. Its electronic energy is -4815.27185 Eh. For the HOMO-LUMO gap, the calculation gives 8.1 eV. The molecular weight is 1527.4 g/mol. As for the LUMO energy: 0.291 eV.

Positions of all 292 atoms, in Å:
H (5.700, -0.592, -10.387)
C (-0.550, 9.382, -6.353)
H (8.358, 2.022, 3.591)
H (-1.658, 10.251, -8.009)
H (5.768, 4.913, -5.437)
H (-11.566, 0.229, -4.069)
H (4.475, -1.853, 13.168)
H (1.339, 12.424, -5.381)
C (-2.490, 12.871, 5.037)
H (2.780, 1.540, -13.055)
H (-3.718, -1.531, -7.455)
O (-5.622, 3.331, 9.326)
H (-6.465, 1.515, 10.040)
C (3.566, -2.436, 13.019)
N (0.848, -2.264, 12.005)
H (6.655, 1.054, -13.532)
H (-12.229, -6.343, 4.674)
H (2.305, 9.118, -6.374)
H (3.597, 0.458, -10.352)
H (-0.035, -2.098, -2.396)
H (-1.099, 2.083, -1.269)
C (-8.194, -5.061, 5.801)
H (-11.378, -2.514, -4.522)
N (0.735, 9.786, -5.667)
C (-10.804, -0.253, -3.456)
C (4.607, -13.062, 1.888)
H (1.430, -4.573, 13.549)
H (-10.270, -3.826, 3.851)
N (-7.038, 6.069, 7.232)
H (9.313, 3.048, 2.589)
C (-0.997, 10.556, -7.198)
H (-0.124, 11.065, -7.606)
H (-6.595, 2.983, 11.108)
C (2.087, -1.969, -0.631)
H (-5.138, 3.393, 6.655)
H (0.309, -0.415, 13.919)
C (8.665, 5.696, -6.702)
O (2.596, 0.733, -1.536)
H (-4.452, -6.396, -5.609)
C (-11.399, -6.767, 4.108)
H (2.934, -12.894, 4.677)
H (2.545, -2.048, 14.959)
H (-9.195, 1.174, -3.366)
H (5.357, -3.140, -14.246)
H (-1.038, -1.636, 13.964)
H (2.044, -9.195, 3.018)
H (2.832, -1.998, -12.870)
C (3.931, -0.200, -12.460)
H (-0.305, -4.252, 13.741)
H (8.157, -1.161, 1.455)
H (8.913, 8.381, -3.049)
H (-10.393, 2.579, -1.821)
C (-6.597, 2.596, 10.089)
C (7.719, 5.379, -5.601)
H (-9.345, -4.491, 2.510)
H (3.641, -9.590, 1.841)
C (-8.906, -6.807, 3.464)
H (1.116, 3.663, 0.386)
C (-0.041, 2.149, -1.521)
H (3.004, -1.763, -1.183)
H (4.312, 1.338, -14.059)
C (8.888, 0.970, 1.708)
H (-8.706, 1.229, -1.095)
N (5.281, -0.801, -12.185)
H (-6.344, 6.802, 7.281)
N (1.620, 0.458, -0.599)
H (8.081, -2.619, 3.684)
H (4.055, -13.999, 1.812)
H (-0.739, -1.518, 11.440)
H (-7.620, 2.734, 9.739)
O (-10.510, -5.038, 6.175)
H (-0.187, -10.573, 1.745)
H (-5.889, 0.578, -6.739)
H (-4.313, 0.927, -7.486)
H (2.969, 10.598, -4.236)
H (6.816, 6.124, -3.848)
H (4.943, -10.308, 2.766)
H (11.331, -3.039, -5.976)
H (-10.962, 2.621, -3.295)
C (3.830, 1.250, -13.086)
C (-7.922, -5.257, 7.330)
C (10.463, -2.413, -5.769)
O (5.935, -0.107, -11.181)
H (9.027, 0.533, -0.272)
C (1.512, -10.994, 0.639)
H (-4.644, 5.145, 6.667)
N (2.714, -12.000, 3.122)
C (-4.689, -1.236, -7.057)
O (3.356, -12.128, 4.281)
H (-7.320, 6.063, 6.263)
C (1.622, 2.698, 0.343)
C (-4.163, -7.662, -3.672)
H (2.303, -0.632, -13.982)
H (-7.004, -6.704, 5.587)
H (-0.425, 10.885, -2.575)
H (-1.912, 14.910, 4.788)
H (-0.107, 9.337, -2.776)
H (1.658, -2.930, -0.915)
C (7.268, -2.088, -12.771)
N (6.361, 5.322, -6.145)
H (0.059, 1.718, -2.518)
H (7.280, -0.158, 2.464)
H (5.336, -13.006, 1.080)
H (-4.087, -8.492, -2.969)
O (-4.335, -7.260, -6.011)
C (0.356, -1.095, -2.229)
H (7.419, -1.205, 4.599)
H (-3.298, -7.004, -3.585)
H (-5.332, -1.552, -7.879)
H (0.341, 0.995, 1.723)
H (-2.117, 11.015, -4.309)
H (8.906, -1.954, 5.032)
H (9.978, 0.932, 1.718)
H (0.767, -9.413, 4.311)
H (2.492, -4.734, 11.713)
H (-7.358, 4.051, 7.405)
C (1.058, -0.945, -0.836)
H (5.995, -1.959, -15.203)
H (-8.984, -3.016, 5.894)
H (8.765, -3.645, -6.586)
C (-0.195, 1.205, 0.797)
C (3.228, -2.205, 11.498)
H (3.768, -3.489, 13.217)
C (-10.823, -1.817, -5.149)
C (7.717, 6.382, -4.404)
H (0.239, -1.357, 15.233)
H (2.227, 9.152, -3.529)
C (3.122, -1.133, -13.465)
H (1.144, 11.087, 3.564)
H (-10.248, -2.433, -5.841)
H (6.485, 0.230, -15.081)
O (1.814, 9.928, -6.531)
H (4.880, -10.506, 0.968)
C (0.781, 10.552, -4.396)
H (2.440, -2.233, 8.903)
H (8.711, 2.012, -0.062)
H (-8.910, -7.782, 3.950)
C (9.082, -3.075, -5.712)
C (2.399, -1.945, 13.884)
H (-1.516, 14.246, 6.439)
H (0.787, -3.796, 14.999)
O (-0.019, 12.019, 5.125)
H (7.888, -1.693, -11.967)
H (-1.544, 11.330, -6.658)
C (-5.972, 4.650, 9.025)
O (-5.126, -2.011, -5.999)
H (-7.327, -3.090, 5.940)
C (-0.365, 10.186, -3.410)
H (4.114, -0.758, -15.369)
C (1.643, -9.826, 3.811)
H (8.656, 5.000, -7.541)
H (-1.700, 8.103, -4.903)
C (-6.504, 4.707, 7.577)
C (-7.120, -5.787, 5.009)
O (10.772, -1.669, -4.639)
H (-0.718, 12.920, 3.558)
H (2.591, 2.813, -0.142)
N (-10.925, 2.028, -2.478)
H (-1.540, 11.391, 3.754)
H (3.416, -2.438, -15.098)
H (-6.878, -5.003, 7.513)
C (3.604, -11.859, 1.892)
C (1.829, -2.760, 11.005)
H (3.945, -2.587, 10.770)
C (0.059, -1.198, 0.349)
C (8.936, 7.369, -2.644)
H (1.275, -1.101, 9.753)
C (-7.432, -6.158, 3.579)
C (-10.047, 0.885, -2.752)
H (7.851, 4.342, -5.293)
H (9.865, 7.268, -2.082)
O (8.909, 6.363, -3.650)
C (6.205, -1.190, -13.354)
H (-5.138, 5.345, 9.118)
C (1.409, -11.267, 3.240)
H (1.548, 10.619, 5.145)
H (-2.560, 9.214, -5.783)
H (6.382, 4.661, -6.909)
C (-4.831, 0.318, -6.744)
H (3.226, -1.226, -10.726)
C (-2.245, 14.305, 5.631)
H (7.650, 2.747, 2.170)
H (3.286, -1.125, 11.363)
C (-9.400, 0.461, -1.435)
H (9.112, -3.852, -4.949)
H (-8.124, -6.251, 7.728)
H (-11.265, -7.709, 4.640)
C (8.313, -0.379, 2.198)
C (-10.053, -5.973, 4.144)
H (-1.656, -0.248, 1.397)
H (2.361, -9.730, 4.625)
H (-11.784, -6.910, 3.098)
H (-11.572, -1.334, -5.777)
H (-8.065, -3.342, 4.393)
C (-1.167, 12.258, 4.300)
H (0.895, -11.917, 5.234)
C (4.306, -10.452, 1.893)
H (5.262, -13.064, 2.760)
H (-3.195, 14.710, 5.980)
C (-1.007, -0.072, 0.540)
H (2.472, -12.868, 0.390)
C (0.621, -11.291, 1.884)
H (-3.450, 12.499, 6.721)
C (1.602, -2.128, 9.592)
H (-6.072, -1.864, -5.932)
N (8.465, 1.115, 0.332)
C (1.971, -4.273, 10.873)
H (-6.629, -6.781, 3.185)
C (0.013, -1.434, 14.170)
N (-9.534, -5.747, 5.553)
H (8.532, 6.688, -7.134)
H (9.639, 5.668, -6.213)
H (-6.662, 5.044, 9.772)
H (0.018, 10.104, 4.483)
H (-2.218, 11.549, 6.406)
H (-4.305, 0.566, -5.822)
H (-3.282, 13.024, 4.304)
C (-1.719, 10.036, -4.045)
H (-9.077, -7.004, 2.406)
H (4.384, 1.980, -12.496)
H (0.018, 8.074, -8.180)
H (-8.879, -0.486, -1.572)
O (9.050, -0.740, 3.320)
H (7.976, 7.479, -2.140)
H (0.724, -2.595, 9.146)
C (8.306, -1.669, 4.168)
C (6.809, 0.106, -14.048)
C (-8.166, -3.585, 5.451)
C (0.763, 1.582, -0.312)
H (-0.949, 1.977, 0.949)
H (-0.408, 12.341, -4.931)
C (-10.141, -4.708, 3.222)
H (0.393, -13.109, 3.979)
C (3.944, -1.582, -14.676)
H (0.582, -1.324, 1.297)
H (-6.214, -5.185, 5.074)
H (0.907, -11.093, -0.262)
H (-0.515, -11.696, 4.268)
H (-7.511, -5.269, 2.953)
H (2.385, -2.109, 0.409)
H (1.998, 2.434, 1.331)
H (-11.039, -4.614, 2.612)
H (11.132, -2.240, -3.955)
C (-4.376, -8.277, -5.084)
C (0.613, 12.094, -4.639)
H (8.313, -2.365, -5.407)
H (-5.764, 4.516, 5.503)
H (0.894, 12.533, -3.681)
H (-1.751, 0.025, -0.251)
C (8.553, 2.267, 2.547)
C (0.980, -2.414, 13.444)
H (-0.388, -2.192, 0.332)
H (1.765, -9.939, 0.537)
C (0.514, -12.054, 4.223)
C (3.164, -0.204, -11.102)
H (-2.414, 9.685, -3.282)
H (3.264, 1.080, -0.940)
H (2.562, -4.508, 9.988)
H (-4.969, -7.030, -3.299)
H (-5.360, -8.737, -5.175)
H (-8.556, -4.549, 7.864)
C (-0.460, 8.031, -7.201)
H (0.038, 7.402, -6.463)
C (-5.458, 4.430, 6.546)
H (2.085, -0.063, -11.161)
H (-1.393, 7.498, -7.382)
H (-3.599, -8.999, -5.334)
H (7.449, 7.398, -4.694)
H (-0.419, -0.329, -2.250)
O (-0.445, -2.423, 11.563)
H (1.010, -4.760, 10.709)
H (6.826, -3.026, -12.434)
H (7.929, -2.387, -13.585)
C (0.699, 10.953, 4.549)
H (-11.314, -0.902, -2.745)
H (1.112, -0.836, -2.970)
N (-3.053, 11.931, 5.986)
H (0.125, -12.253, 1.759)
H (0.119, 3.224, -1.598)
H (10.558, -1.639, -6.530)
H (-10.826, -5.511, 6.949)
H (-10.161, 0.339, -0.664)
C (0.696, -3.855, 13.914)
H (2.342, -0.865, 13.750)
O (-9.948, -1.026, -4.312)
C (2.108, 10.224, -3.682)
H (2.254, 10.728, -2.726)
C (2.822, -11.853, 0.579)
H (3.306, -11.528, -0.342)
C (-1.618, 9.136, -5.241)
H (7.899, 0.093, -14.027)
C (5.360, -2.053, -14.322)

Atomic partial charges in e from the Löwdin method, atoms 1 to 99: 0.10, -0.45, 0.07, 0.08, 0.06, 0.11, 0.10, 0.08, -0.40, 0.08, 0.11, -0.19, 0.09, -0.16, -0.14, 0.07, 0.07, 0.10, 0.08, 0.08, 0.07, -0.49, 0.08, -0.14, -0.21, -0.03, 0.06, 0.07, 0.01, 0.07, -0.05, 0.08, 0.08, -0.07, 0.08, 0.08, -0.07, -0.01, 0.08, -0.03, 0.11, 0.12, 0.13, 0.11, 0.08, 0.06, 0.11, -0.45, 0.08, 0.12, 0.08, 0.06, -0.09, -0.45, 0.07, 0.06, -0.12, 0.09, -0.01, 0.09, 0.06, -0.41, 0.07, -0.12, 0.06, -0.12, 0.08, 0.08, 0.11, 0.08, -0.04, 0.11, 0.06, 0.06, 0.08, 0.11, 0.08, 0.11, 0.07, -0.04, -0.03, -0.35, -0.03, 0.07, -0.18, 0.08, -0.16, -0.33, -0.01, 0.06, -0.03, -0.09, 0.11, 0.12, 0.12, 0.07, 0.11, 0.09, -0.06

---

2.
ClH14NaO11 | ωB97M-V/def2-TZVPD

The max |F| is 2.69 eV/Å. Its electronic energy is -1458.20984 Eh. For the HOMO-LUMO gap, the calculation gives 5.6 eV. The molecular weight is 248.5 g/mol. As for the LUMO energy: -1.921 eV.

Positions of all 27 atoms, in Å:
Na (21.796, 4.094, -2.459)
H (18.566, 3.625, -4.296)
O (24.715, 2.730, -4.484)
O (17.434, 4.484, 0.247)
O (20.325, 5.600, -6.801)
O (19.056, 7.714, -6.899)
H (25.343, 7.598, -2.817)
H (22.278, 7.370, -0.267)
O (20.705, 0.065, -0.710)
O (21.425, 7.367, -0.700)
H (23.902, 2.719, 0.735)
Cl (19.326, 6.427, -7.447)
H (24.662, 2.777, -5.439)
O (18.164, 5.638, -7.259)
O (24.736, 7.518, -3.553)
H (20.067, -0.517, -1.122)
H (21.474, 8.086, -1.331)
H (20.821, -0.292, 0.171)
H (17.557, 4.141, -0.638)
H (25.143, 3.574, 0.586)
H (25.011, 6.720, -4.005)
O (24.233, 3.503, 0.297)
H (17.487, 2.792, -3.637)
H (16.871, 3.841, 0.678)
H (25.498, 2.207, -4.312)
O (19.596, 6.556, -8.851)
O (18.223, 3.371, -3.439)

Need the natural (NBO) charges? In units of e they are: 0.99, 0.49, -0.96, -0.94, -0.92, -0.86, 0.46, 0.47, -0.95, -0.95, 0.48, 2.57, 0.48, -0.93, -0.93, 0.48, 0.48, 0.47, 0.47, 0.48, 0.47, -0.96, 0.48, 0.47, 0.48, -0.87, -0.97

---

3.
C14H35F6NO16S5 | ωB97M-V/def2-TZVPD

The max |F| is 5.24 eV/Å. Its electronic energy is -4403.09899 Eh. For the HOMO-LUMO gap, the calculation gives 3.8 eV. The molecular weight is 747.7 g/mol. Its total charge is -2. As for the LUMO energy: 3.019 eV.

Positions of all 77 atoms, in Å:
H (6.097, -0.337, 1.315)
C (1.832, 0.610, 3.627)
H (4.905, -0.208, -0.723)
O (2.160, 0.405, -1.127)
C (-3.453, -3.834, -1.911)
H (-5.269, -2.748, -1.994)
H (-0.677, 1.052, -2.393)
S (-1.108, 4.810, -4.596)
O (-1.102, 6.034, -3.806)
H (1.329, 0.891, 4.552)
H (-0.536, -1.641, -0.703)
F (-2.045, -4.950, 5.055)
O (-1.270, -2.611, 2.021)
C (-0.578, 2.284, -4.170)
H (-2.824, -3.218, -2.553)
C (-3.677, 3.130, 0.292)
H (-2.846, -4.394, -1.199)
H (-6.087, -3.264, 0.262)
H (-3.847, -4.722, -2.405)
F (-2.262, -5.557, 2.967)
H (1.294, 4.637, -4.783)
H (2.489, -0.255, 3.711)
F (-2.744, 3.477, -0.629)
S (4.050, 1.794, 4.114)
H (-5.792, -4.737, -0.563)
S (-1.847, -2.922, 3.325)
H (5.077, -1.398, 2.092)
O (-3.278, -2.734, 3.340)
H (-0.020, 2.377, -5.102)
O (-2.104, 2.506, 2.434)
O (-1.994, 1.044, 0.522)
O (-3.952, 1.065, 1.980)
O (-0.680, 3.544, -3.589)
C (-4.507, -3.004, -1.258)
H (-1.124, -1.719, 0.819)
H (0.594, 0.471, -3.552)
H (-4.574, -4.288, 0.540)
O (2.637, 1.690, 3.294)
H (-2.173, -1.710, -0.450)
O (-1.124, -2.243, 4.377)
O (5.065, 1.022, 3.320)
O (3.812, 1.581, 5.553)
H (4.574, 3.732, 2.836)
C (4.187, 3.572, 3.842)
N (-1.296, -1.348, -0.105)
S (-2.865, 1.817, 1.410)
H (4.803, 3.927, 4.668)
O (-2.279, 4.377, -5.469)
H (-1.602, 1.960, -4.354)
C (0.495, 4.768, -5.512)
H (0.026, 0.984, 2.494)
C (0.067, 1.331, -3.140)
H (5.911, -1.969, 0.579)
H (1.488, 0.661, 1.537)
F (-4.100, 4.212, 0.988)
F (-4.717, 2.628, -0.332)
F (-0.342, -5.051, 3.809)
H (0.512, 3.994, -6.279)
O (-4.029, -1.856, -0.634)
C (-1.620, -4.743, 3.824)
H (-1.409, -0.346, -0.041)
H (3.966, -2.022, -2.535)
H (3.403, -0.641, -3.349)
C (4.428, -0.505, 0.211)
C (-5.281, -3.858, -0.169)
H (2.301, -2.123, -3.248)
S (2.239, -1.069, -1.161)
C (5.405, -1.146, 1.083)
H (3.209, 4.049, 3.897)
H (0.806, 1.863, -2.541)
H (0.739, -0.669, 2.341)
H (0.513, 5.793, -5.884)
O (1.173, -1.977, -0.985)
C (0.944, 0.397, 2.444)
C (3.044, -1.488, -2.764)
O (3.521, -1.528, -0.149)
H (3.938, 0.347, 0.683)

Need the Löwdin charges? In units of e they are: 0.07, -0.29, 0.12, -0.30, -0.13, 0.09, 0.09, 0.73, -0.30, 0.13, 0.06, 0.13, -0.34, -0.30, 0.06, -0.64, 0.06, 0.06, 0.05, 0.10, 0.07, 0.12, 0.08, 0.70, 0.03, 0.49, 0.09, -0.30, 0.09, -0.35, -0.35, -0.30, -0.28, -0.66, 0.01, 0.07, 0.06, -0.29, 0.05, -0.34, -0.33, -0.31, 0.07, -0.12, 0.26, 0.49, 0.06, -0.33, 0.12, -0.12, 0.08, -0.04, 0.09, 0.07, 0.10, 0.14, 0.12, 0.06, -0.31, -0.69, 0.04, 0.06, 0.06, -0.33, -0.09, 0.06, 0.70, -0.09, 0.07, 0.06, 0.08, 0.06, -0.26, -0.03, -0.10, -0.26, 0.11